90
Properties=species:S:1:pos:R:3 method="wB97M-V/def2-TZVPD" e_homo_ev=-11.1 lumo_energy_ev=-0.35 smiles="O=C(Br)CO[P@@](=O)(O)OCCC(F)(F)C(F)(F)C(F)(F)C(F)(F)S(F)(F)(F)(F)F.FC(F)C(F)(F)COC(F)(F)C(F)F.FC(F)C(F)(F)COC(F)(F)C(F)F.FC(F)C(F)(F)COC(F)(F)C(F)F" total_energy_ha=-8498.4372
O 3.458 -4.623 2.450
C 2.880 -3.743 1.914
Br 2.178 -2.236 2.909
C 2.559 -3.665 0.430
O 3.521 -2.803 -0.165
P 3.315 -2.202 -1.643
O 4.463 -2.388 -2.513
O 1.965 -2.886 -2.155
O 2.895 -0.682 -1.407
C 2.507 -0.156 -0.129
C 1.589 1.031 -0.347
C 0.170 0.645 -0.709
F -0.409 1.589 -1.472
F 0.135 -0.513 -1.439
C -0.742 0.462 0.547
F -0.030 -0.073 1.555
F -1.111 1.693 0.927
C -2.057 -0.372 0.355
F -2.482 -0.183 -0.902
F -2.978 0.109 1.189
C -1.859 -1.896 0.720
F -1.851 -1.961 2.047
F -0.670 -2.317 0.283
S -3.168 -3.130 0.066
F -4.253 -1.975 0.011
F -2.694 -2.793 -1.420
F -2.108 -4.306 0.131
F -3.649 -3.502 1.520
F -4.217 -4.125 -0.528
H 1.542 -3.290 0.306
H 2.618 -4.673 0.013
H 1.192 -2.321 -2.028
H 2.041 -0.900 0.515
H 3.416 0.171 0.380
H 1.980 1.690 -1.124
H 1.568 1.616 0.577
F 4.959 6.084 -3.234
C 5.639 6.958 -2.463
F 6.434 7.704 -3.259
C 6.519 6.209 -1.458
F 7.456 5.497 -2.113
F 7.151 7.189 -0.745
C 5.815 5.329 -0.418
O 5.771 3.946 -0.698
C 4.755 3.378 -1.395
F 3.767 4.246 -1.677
F 4.205 2.404 -0.611
C 5.244 2.660 -2.662
F 5.829 3.545 -3.489
F 4.167 2.129 -3.280
H 4.935 7.615 -1.946
H 6.435 5.406 0.474
H 4.831 5.727 -0.165
H 5.950 1.870 -2.401
F -1.109 -3.460 7.183
C -0.614 -3.137 5.972
F 0.734 -3.122 6.050
C -1.094 -1.744 5.554
F -0.602 -0.818 6.398
F -0.533 -1.530 4.321
C -2.602 -1.540 5.354
O -3.302 -0.940 6.420
C -3.871 -1.674 7.419
F -3.760 -2.998 7.211
F -5.192 -1.378 7.447
C -3.310 -1.277 8.792
F -1.983 -1.503 8.832
F -3.906 -2.035 9.738
H -0.921 -3.888 5.238
H -2.675 -0.819 4.541
H -3.081 -2.460 5.016
H -3.509 -0.221 8.986
F -2.859 1.677 -4.374
C -1.861 0.824 -4.684
F -0.925 1.498 -5.387
C -2.385 -0.328 -5.545
F -2.831 0.146 -6.726
F -1.289 -1.108 -5.789
C -3.425 -1.262 -4.918
O -4.776 -1.034 -5.254
C -5.568 -0.195 -4.528
F -4.948 0.278 -3.431
F -6.644 -0.906 -4.106
C -6.119 0.947 -5.392
F -5.106 1.686 -5.884
F -6.893 1.740 -4.618
H -1.410 0.441 -3.768
H -3.204 -2.242 -5.339
H -3.287 -1.341 -3.838
H -6.711 0.542 -6.214

45
Properties=species:S:1:pos:R:3 method="wB97M-V/def2-TZVPD" e_homo_ev=-10.9 lumo_energy_ev=-5.19 total_energy_ha=-888.9148 charge=+1
C 6.623 -2.203 -0.173
C 5.304 -1.478 -0.232
C 5.225 -0.108 -0.290
C 3.999 0.541 -0.320
C 2.780 -0.166 -0.282
C 1.519 0.615 -0.270
C 0.253 0.103 0.020
C -1.048 0.863 -0.030
C -2.208 -0.034 -0.447
C -3.093 0.269 -1.472
C -4.215 -0.514 -1.724
C -4.415 -1.707 -1.002
C -5.646 -2.517 -1.280
C -3.472 -2.087 -0.059
C -2.356 -1.310 0.165
C 2.870 -1.548 -0.210
C 4.095 -2.220 -0.169
H 6.485 -3.285 -0.130
H 7.312 -2.015 -1.034
H 7.200 -1.921 0.724
H 6.162 0.498 -0.277
H 3.962 1.614 -0.350
H 1.629 1.660 -0.491
H 0.193 -0.996 0.199
H -1.009 1.767 -0.644
H -2.932 1.135 -2.079
H -4.940 -0.235 -2.484
H -5.750 -3.390 -0.598
H -6.611 -1.967 -1.201
H -5.635 -2.936 -2.307
H -3.637 -3.029 0.486
H -1.611 -1.689 0.861
H 1.962 -2.175 -0.174
H 4.194 -3.296 -0.054
C -0.303 2.829 1.759
C -0.877 4.204 1.532
O -2.316 3.979 1.186
C -2.524 2.682 1.174
C -1.371 1.838 1.217
H 0.761 2.676 1.352
H -0.255 2.679 2.870
H -0.903 4.846 2.469
H -0.367 4.778 0.735
H -3.543 2.338 1.127
H -1.489 0.905 1.908

10
Properties=species:S:1:pos:R:3 method="wB97M-V/def2-TZVPD" e_homo_ev="0.4 / 0.4" lumo_energy_ev="5.44 / 5.44" total_energy_ha=-720.2033 charge=-2
C -3.065 -0.656 -0.574
C 0.581 0.303 -0.760
O 0.900 -0.415 1.974
O 2.891 -0.492 0.364
O 1.708 1.738 0.812
O -0.583 0.465 -1.050
P 1.626 0.208 0.809
H -2.928 -0.128 0.390
H -2.489 -1.597 -0.443
H 1.359 0.572 -1.522